# 1
Molecular formula: CH3N4Si
Method: DFT, the ωB97M-V functional and the def2-TZVPD basis

XYZ file:
```
9
Properties=species:S:1:pos:R:3:forces:R:3
C -0.421 1.449 -0.182 1.7 0.0 2.1
N 1.337 1.199 1.394 0.7 2.5 2.7
N 0.302 1.813 0.758 -2.1 0.3 -2.9
N 0.774 -0.511 0.183 0.5 -0.7 -0.5
N 1.402 -0.017 1.071 1.7 -0.9 0.4
Si -0.668 -0.730 -0.669 -1.2 -0.5 -0.1
H -2.042 -0.285 -1.363 1.0 -0.6 0.6
H -0.984 -1.733 0.538 -0.9 0.3 -1.5
H 0.301 -1.185 -1.730 -1.3 -0.4 -0.8
```
Forces are in eV/Å.

LUMO energy	4.262	eV
energy relative to the best compared isomer or geometry (same formula, charge and spin)	99.44	kcal per mole
HOMO energy	-3.951	eV
total charge	-1

---

# 2
Molecular formula: C20H30O5
Method: DFT, the ωB97M-V functional and the def2-TZVPD basis

XYZ file:
```
55
Properties=species:S:1:pos:R:3:forces:R:3
C -4.257 -0.936 -5.851 0.1 -0.1 0.4
C -4.434 -1.544 -4.467 -0.4 0.1 -0.3
H -4.517 -2.631 -4.521 0.0 0.1 0.1
H -5.317 -1.123 -3.975 0.1 -0.1 0.0
O -3.286 -1.301 -3.648 0.2 -0.3 -0.1
C -3.204 -0.117 -3.049 0.1 0.0 0.3
O -4.051 0.733 -3.085 -0.1 0.1 0.0
C -1.864 0.021 -2.332 -0.2 0.3 -0.1
C -1.978 0.957 -1.130 0.2 0.0 0.0
C -0.641 1.115 -0.413 -0.1 0.1 0.2
C -0.763 2.064 0.782 -0.2 -0.2 -0.4
O 0.460 2.243 1.458 0.3 0.0 0.2
C 0.925 1.265 2.289 0.1 0.0 0.1
C 2.188 1.494 2.837 -0.1 0.1 -0.1
C 2.754 0.588 3.707 -0.1 0.0 0.0
C 2.085 -0.579 4.063 -0.2 -0.2 0.1
C 0.831 -0.798 3.515 0.2 0.0 0.1
C 0.249 0.103 2.639 -0.2 0.3 -0.3
H -0.732 -0.118 2.246 -0.1 0.0 -0.1
H 0.287 -1.696 3.774 0.0 -0.1 0.0
C 2.699 -1.579 5.012 0.2 0.2 -0.1
C 2.948 -0.934 6.377 -0.1 -0.2 -0.1
H 3.720 -0.172 6.310 0.1 0.1 0.0
H 2.035 -0.464 6.738 0.0 0.1 0.1
H 3.259 -1.678 7.106 0.1 0.0 0.1
C 3.984 -2.163 4.405 -0.2 -0.3 0.1
C 4.512 -3.372 5.168 0.0 0.2 -0.1
H 4.817 -3.098 6.175 0.0 0.0 0.1
H 5.374 -3.792 4.656 0.1 -0.1 0.0
H 3.747 -4.143 5.238 -0.1 -0.1 0.0
H 3.772 -2.459 3.375 0.0 0.1 0.0
H 4.755 -1.391 4.373 0.0 0.1 -0.1
H 1.987 -2.401 5.148 0.0 0.0 -0.1
H 3.732 0.795 4.113 0.1 0.0 0.1
H 2.705 2.400 2.563 0.1 0.1 0.0
H -1.545 1.720 1.471 0.0 0.1 0.0
H -1.035 3.064 0.432 0.0 -0.1 0.1
H 0.108 1.518 -1.098 0.1 0.0 0.0
H -0.284 0.141 -0.071 0.1 0.0 0.0
H -2.721 0.550 -0.441 -0.1 0.0 0.0
H -2.338 1.926 -1.477 -0.1 0.0 0.0
C -0.921 0.549 -3.411 0.1 -0.5 0.2
O -0.151 -0.143 -4.022 0.1 0.0 -0.1
O -1.093 1.851 -3.608 -0.2 0.3 0.2
C -0.347 2.457 -4.666 0.3 0.1 -0.5
C -1.039 2.256 -6.006 0.0 -0.1 0.4
H -0.498 2.790 -6.781 0.0 0.1 -0.1
H -1.063 1.198 -6.257 0.0 -0.1 -0.1
H -2.059 2.632 -5.959 -0.1 0.1 0.0
H -0.293 3.515 -4.404 0.0 -0.1 0.0
H 0.658 2.023 -4.687 -0.1 0.1 0.1
H -1.514 -0.975 -2.051 0.0 0.1 -0.1
H -5.103 -1.201 -6.478 -0.1 0.0 -0.1
H -3.343 -1.308 -6.307 0.1 0.0 -0.1
H -4.200 0.147 -5.776 0.0 0.1 0.0
```
Forces are in eV/Å.

LUMO energy	0.799	eV
structure (SMILES)	CCOC(=O)C(CCCOc1ccc([C@H](C)CC)cc1)C(=O)OCC
energy relative to the best compared isomer or geometry (same formula, charge and spin)	4.55	kcal per mole
HOMO energy	-8.209	eV

---

# 3
Molecular formula: C3H6N2O
Method: DFT, the ωB97M-V functional and the def2-TZVPD basis

XYZ file:
```
12
Properties=species:S:1:pos:R:3:forces:R:3
C 0.772 0.576 -0.283 0.7 -6.9 -1.4
C -0.675 0.486 -0.406 -1.5 -0.4 -3.5
C -1.570 -0.129 0.610 0.8 -2.0 1.3
H 2.800 0.679 0.940 -0.4 -4.6 -3.5
H 1.285 1.493 -0.283 0.9 1.0 0.5
H -1.166 1.154 -1.317 1.2 -1.4 2.8
H -2.597 0.140 0.553 -0.7 0.5 0.7
H -1.160 -0.645 1.510 -0.4 1.6 0.0
H -0.657 -1.728 -0.534 1.1 -0.4 0.9
N 1.432 -0.670 -0.434 -0.1 7.3 3.0
N -1.233 -0.928 -0.495 -1.1 2.2 -2.8
O 2.767 -0.428 0.140 -0.7 3.2 2.0
```
Forces are in eV/Å.

LUMO energy	-0.298	eV
energy relative to the best compared isomer or geometry (same formula, charge and spin)	176.33	kcal per mole
HOMO energy	-9.075	eV

---

# 4
Molecular formula: C16H34CdNO11
Method: DFT, the ωB97M-V functional and the def2-TZVPD basis

XYZ file:
```
63
Properties=species:S:1:pos:R:3:forces:R:3
O 0.233 0.917 -0.472 -1.1 0.0 -0.8
H 0.205 0.254 0.221 -0.5 -0.9 1.8
H 0.713 0.630 -1.253 0.6 -0.2 -1.3
H 0.643 1.717 -0.134 0.6 1.5 1.1
Cd -0.253 0.712 3.032 -0.4 0.1 0.9
C -2.138 4.332 2.631 2.2 -5.5 -4.2
C -3.085 5.039 3.244 -0.8 3.5 3.4
C -4.512 4.492 3.333 -4.5 1.1 1.1
O -5.494 5.088 3.981 3.2 -0.6 -1.0
C -4.877 3.352 2.622 3.2 -1.9 -1.7
C -3.891 2.612 1.789 -1.7 0.5 0.3
C -2.370 3.039 1.986 -2.7 2.2 1.9
O -1.478 2.220 1.744 1.4 -0.7 -1.1
O -4.250 1.714 0.977 1.2 1.0 0.9
O -2.732 6.065 3.910 -1.2 -0.6 -0.6
H -1.064 4.443 2.635 0.1 1.0 0.7
H -5.845 2.874 2.656 -0.3 0.5 0.1
C 3.388 -0.093 2.921 -0.8 -0.1 -0.3
C 2.700 0.453 1.664 -1.5 1.4 0.3
O 1.503 1.209 1.926 2.4 -0.6 -1.2
H 3.104 -1.145 2.955 0.5 -0.3 0.4
H 2.944 0.355 3.810 0.1 0.2 -0.1
H 4.464 0.080 2.896 0.1 -0.3 0.1
H 2.535 -0.360 0.957 -0.5 -0.7 0.0
H 3.399 1.037 1.064 0.4 0.8 0.1
C 0.222 -3.171 1.977 -0.1 0.7 -0.1
C -0.452 -2.059 1.092 -0.1 0.6 1.0
O -0.852 -0.866 1.696 0.4 -1.8 -1.2
H 0.267 -4.167 1.536 0.0 0.0 -0.7
H -0.265 -3.361 2.934 -0.2 0.5 0.1
H 1.245 -2.844 2.161 0.1 -0.1 0.3
H -1.243 -2.515 0.496 -0.8 -0.3 0.1
H 0.271 -1.819 0.312 1.0 -0.1 -0.5
O 0.748 3.669 -0.015 0.4 -0.2 -0.8
H -0.046 3.582 0.512 -0.7 -0.1 0.6
H 1.450 3.788 0.625 0.1 -0.2 0.4
O 1.659 0.311 -2.633 0.7 1.0 0.0
H 1.347 -0.594 -2.645 -0.6 -1.1 0.2
H 1.898 0.494 -3.542 0.0 0.4 0.0
C -2.512 1.119 -2.169 -0.6 -1.1 -0.2
O -1.515 0.192 -2.679 -0.2 0.1 -0.1
C -1.973 -1.142 -2.823 1.1 -0.3 0.1
C -0.804 -2.038 -3.362 -1.0 0.7 1.1
N 0.395 -2.136 -2.537 0.6 1.0 -1.8
C 1.476 -2.804 -3.289 -0.8 -1.3 2.1
C 2.463 -3.292 -2.220 0.6 -0.4 -2.4
O 3.199 -2.184 -1.842 -1.3 1.7 -0.7
C 3.855 -2.336 -0.674 1.4 -1.0 1.9
H -2.271 2.178 -2.261 0.8 -0.3 -0.1
H -2.765 0.893 -1.133 0.1 0.1 0.2
H -3.399 0.971 -2.785 -0.4 0.0 0.0
H -2.819 -1.280 -3.496 -0.1 0.5 -0.7
H -2.401 -1.574 -1.918 0.4 0.2 0.7
H -0.489 -1.650 -4.331 0.0 0.1 -0.1
H -1.233 -3.029 -3.512 -0.2 -0.3 -0.2
H 0.341 -2.373 -1.556 -0.4 -0.3 -0.1
H 1.958 -2.210 -4.065 0.0 0.4 0.2
H 1.055 -3.675 -3.791 0.0 -0.4 -0.2
H 3.191 -3.964 -2.674 0.1 -0.6 -0.3
H 1.972 -3.907 -1.465 -0.2 0.6 0.6
H 3.197 -2.476 0.184 -0.3 0.1 0.1
H 4.539 -1.523 -0.429 -0.2 0.2 -0.4
H 4.450 -3.244 -0.773 0.5 -0.4 0.4
```
Forces are in eV/Å.

LUMO energy (spin up / spin down)	3.521 / 3.521	eV
multiplicity	2
HOMO energy (spin up / spin down)	-0.142 / -0.376	eV
total charge	-2